1.
The following is a DFT calculation (ωB97M-V/def2-TZVPD) of a structure of composition C33H48F6MnN4O11PS2.

Values from the calculation:
multiplicity = 6
orbital gap (spin up / spin down) = 5.80 / 6.11 eV
<S²> = 8.756
charge = -1
HOMO level (spin up / spin down) = -4.38 / -4.69 eV

Atoms and positions in Å:
Mn: 0.089 -0.079 0.199
C: 0.097 -1.642 2.285
C: 0.337 -2.714 1.376
C: 1.597 -2.430 0.758
C: 2.075 -1.214 1.328
C: 1.210 -0.781 2.359
C: 1.681 -0.087 3.647
C: 0.628 -0.237 4.749
C: 2.025 1.401 3.523
C: 2.955 -0.823 4.103
C: 2.493 -3.251 -0.181
C: 1.771 -3.675 -1.466
C: 3.725 -2.420 -0.573
C: 3.046 -4.505 0.533
C: -0.555 -3.972 1.584
C: -2.020 -3.665 1.247
C: -0.478 -4.357 3.082
C: -0.191 -5.255 0.832
H: -0.718 -1.630 2.994
H: 3.052 -0.784 1.148
H: -0.319 0.218 4.440
H: 0.972 0.265 5.660
H: 0.454 -1.292 4.982
H: 1.117 2.003 3.487
H: 2.605 1.599 2.619
H: 2.605 1.722 4.396
H: 2.806 -1.906 4.064
H: 3.209 -0.536 5.132
H: 3.801 -0.571 3.457
H: 1.466 -2.803 -2.024
H: 0.872 -4.244 -1.252
H: 2.431 -4.286 -2.094
H: 3.440 -1.458 -0.996
H: 4.300 -2.966 -1.325
H: 4.374 -2.249 0.290
H: 2.376 -5.358 0.435
H: 3.207 -4.304 1.597
H: 4.007 -4.795 0.092
H: -2.332 -2.709 1.675
H: -2.151 -3.611 0.166
H: -2.677 -4.455 1.639
H: -1.002 -3.640 3.717
H: 0.567 -4.399 3.406
H: -0.930 -5.344 3.242
H: -0.124 -5.116 -0.245
H: -0.977 -5.995 1.020
H: 0.747 -5.675 1.200
O: 1.000 1.883 0.706
C: 0.023 2.238 1.416
O: -0.928 1.479 1.704
C: -0.004 3.656 1.926
C: -1.102 4.114 2.642
C: -1.124 5.405 3.136
C: -0.036 6.229 2.905
C: 1.067 5.793 2.190
C: 1.075 4.499 1.697
N: -0.049 7.601 3.436
O: -1.021 7.969 4.052
O: 0.913 8.301 3.232
H: -1.927 3.433 2.804
H: -1.960 5.788 3.701
H: 1.898 6.463 2.036
H: 1.915 4.117 1.132
C: -1.137 5.384 -2.336
N: -1.454 4.077 -1.776
C: -2.678 3.670 -1.292
C: -2.489 2.403 -0.832
N: -1.181 2.017 -1.024
C: -0.593 3.048 -1.591
H: -2.063 5.886 -2.602
H: -0.527 5.264 -3.223
H: -0.603 5.996 -1.608
H: -3.549 4.308 -1.321
H: -3.202 1.756 -0.341
H: 0.452 3.111 -1.860
F: 3.243 0.091 -5.030
C: 2.405 -0.569 -4.246
F: 1.558 -1.288 -4.986
F: 3.129 -1.403 -3.503
S: 1.450 0.621 -3.146
O: 1.183 -0.137 -1.927
O: 2.317 1.759 -3.032
N: 0.120 0.896 -3.932
S: 0.217 1.912 -5.156
O: 0.180 3.303 -4.800
O: 1.124 1.501 -6.188
C: -1.456 1.621 -5.846
F: -2.398 2.022 -4.978
F: -1.565 2.342 -6.964
F: -1.659 0.336 -6.144
C: -3.948 -0.970 0.192
O: -3.189 -1.732 -0.747
P: -1.822 -1.065 -1.352
O: -1.229 -2.358 -2.078
C: -1.938 -3.317 -2.856
O: -2.436 -0.144 -2.509
C: -3.518 -0.500 -3.366
H: -4.545 -0.204 -0.315
H: -3.301 -0.481 0.930
H: -4.616 -1.658 0.704
H: -2.983 -3.379 -2.562
H: -1.460 -4.280 -2.685
H: -1.860 -3.060 -3.911
H: -4.048 0.419 -3.607
H: -4.200 -1.200 -2.888
H: -3.134 -0.938 -4.288


2.
The following is a DFT calculation (ωB97M-V/def2-TZVPD) of a structure of composition C33H49BClI2N8O2PRb.

Values from the calculation:
energy relative to the best compared isomer or geometry (same formula, charge and spin) = 44.62 kcal per mole
multiplicity = 2
orbital gap (spin up / spin down) = 8.08 / 3.83 eV
<S²> = 0.753
HOMO level (spin up / spin down) = -8.14 / -8.14 eV

Atoms and positions in Å:
Rb: -1.823 1.142 1.028
C: -1.471 1.197 6.048
C: -1.862 0.594 4.847
N: -1.085 1.002 3.864
N: -0.190 1.837 4.373
C: -0.400 1.986 5.693
B: 0.879 2.546 3.549
N: 1.615 1.532 2.650
C: 2.857 1.685 2.151
C: 3.163 0.563 1.415
C: 2.019 -0.234 1.526
N: 1.104 0.372 2.259
N: 0.246 3.633 2.679
C: 0.887 4.650 2.072
C: -0.048 5.372 1.359
C: -1.253 4.701 1.597
N: -1.053 3.662 2.387
N: 1.907 3.167 4.490
C: 2.780 2.505 5.281
C: 3.506 3.440 5.984
C: 2.991 4.669 5.552
N: 2.038 4.480 4.665
H: -1.901 1.076 7.020
H: -2.660 -0.105 4.675
H: 0.205 2.634 6.294
H: 3.444 2.558 2.351
H: 4.070 0.354 0.886
H: 1.836 -1.218 1.135
H: 1.939 4.811 2.196
H: 0.101 6.249 0.762
H: -2.241 4.966 1.263
H: 2.820 1.433 5.293
H: 4.289 3.273 6.694
H: 3.273 5.659 5.849
I: -2.776 5.882 -1.975
C: -3.393 4.032 -2.859
I: -1.820 2.613 -2.949
H: -3.720 4.242 -3.874
H: -4.187 3.612 -2.257
Cl: -4.684 3.337 0.542
C: -5.501 1.864 0.056
C: -4.355 0.797 -0.027
O: -4.166 0.148 0.998
O: -3.734 0.774 -1.093
H: -5.973 2.009 -0.916
H: -6.233 1.606 0.817
C: 2.452 -5.412 -1.061
C: 1.743 -4.995 0.223
C: 0.623 -3.996 -0.104
C: 1.001 -3.068 -1.274
C: 2.517 -2.888 -1.279
C: 3.195 -4.210 -1.662
P: 0.073 -1.435 -1.129
C: -1.682 -1.792 -1.678
C: -1.818 -2.524 -3.028
C: -2.381 -3.931 -2.861
C: -3.773 -3.898 -2.222
C: -3.871 -2.823 -1.130
C: -2.490 -2.484 -0.579
C: 0.685 -0.331 -2.531
C: 1.658 0.707 -1.960
C: 2.011 1.741 -3.028
C: 2.583 1.091 -4.301
C: 2.628 -0.428 -4.180
C: 1.255 -0.984 -3.808
H: 1.707 -5.787 -1.766
H: 3.155 -6.223 -0.865
H: 2.473 -4.560 0.908
H: 1.311 -5.869 0.714
H: 0.390 -3.402 0.785
H: -0.272 -4.562 -0.366
H: 0.699 -3.530 -2.221
H: 2.841 -2.588 -0.282
H: 2.830 -2.109 -1.969
H: 4.224 -4.197 -1.299
H: 3.235 -4.306 -2.749
H: -2.104 -0.784 -1.782
H: -0.862 -2.571 -3.552
H: -2.498 -1.951 -3.661
H: -1.704 -4.526 -2.246
H: -2.437 -4.418 -3.837
H: -3.986 -4.883 -1.802
H: -4.525 -3.704 -2.989
H: -4.518 -3.167 -0.322
H: -4.309 -1.907 -1.532
H: -2.009 -3.400 -0.239
H: -2.597 -1.813 0.276
H: -0.227 0.222 -2.800
H: 2.564 0.229 -1.589
H: 1.188 1.212 -1.108
H: 2.720 2.459 -2.614
H: 1.099 2.288 -3.278
H: 3.587 1.464 -4.504
H: 1.957 1.353 -5.155
H: 3.373 -0.711 -3.436
H: 2.944 -0.860 -5.131
H: 1.330 -2.068 -3.717
H: 0.569 -0.775 -4.632


3.
The following is a DFT calculation (ωB97M-V/def2-TZVPD) of a cluster of 2 separate species, C33H49FI2NO5 in total.

Values from the calculation:
multiplicity = 1
orbital gap = 8.10 eV
charge = +1
HOMO level = -10.65 eV

Atoms and positions in Å:
C: 4.727 -1.241 2.453
C: 4.082 -1.676 3.769
C: 2.815 -0.879 4.205
C: 2.468 0.287 3.320
C: 3.144 1.511 3.537
I: 4.608 1.658 5.040
C: 2.803 2.618 2.759
C: 1.826 2.512 1.767
C: 1.152 1.304 1.519
C: 0.104 1.290 0.422
C: -1.310 1.583 0.960
F: 0.125 0.089 -0.304
C: 1.494 0.183 2.306
C: 0.856 -1.171 2.039
C: -0.630 -1.292 2.360
O: -0.979 -0.456 3.467
C: -2.302 -0.342 3.659
C: -2.730 0.849 4.456
O: -3.094 -1.119 3.213
C: 1.532 3.786 1.026
O: 1.323 3.865 -0.157
C: 1.538 5.020 1.861
C: 0.496 6.060 1.583
C: -0.588 6.113 2.662
C: -1.065 4.755 3.146
O: -1.710 6.778 2.058
C: 2.493 5.104 2.785
I: 2.834 6.746 4.025
C: 3.436 3.967 2.950
O: 4.596 4.129 3.180
H: 5.452 -2.001 2.171
H: 5.290 -0.323 2.586
H: 4.007 -1.164 1.643
H: 3.834 -2.733 3.690
H: 4.819 -1.602 4.561
H: 1.992 -1.571 4.295
H: 2.978 -0.525 5.216
H: 0.311 2.068 -0.287
H: -1.264 1.751 2.028
H: -1.997 0.773 0.748
H: -1.668 2.513 0.531
H: 1.362 -1.961 2.569
H: 1.031 -1.359 0.985
H: -1.231 -1.104 1.479
H: -0.830 -2.323 2.644
H: -3.186 1.556 3.772
H: -1.912 1.285 5.018
H: -3.502 0.499 5.131
H: -0.008 5.828 0.650
H: 0.966 7.036 1.514
H: -0.290 6.699 3.526
H: -0.263 4.101 3.487
H: -1.734 4.913 3.988
H: -1.640 4.240 2.380
H: -1.998 7.483 2.642
C: 0.003 -3.153 -1.100
C: -0.431 -4.113 -2.201
C: 0.202 -3.788 -3.554
C: 0.008 -2.392 -4.128
N: -1.351 -2.021 -4.660
C: -2.345 -1.675 -3.580
C: -1.920 -0.307 -3.060
C: -1.249 0.388 -4.260
C: -1.198 -0.672 -5.358
C: -1.867 -3.023 -5.667
C: -2.664 -4.206 -5.099
C: -2.259 -5.545 -5.722
H: -0.316 -2.132 -1.321
H: -0.440 -3.428 -0.143
H: 1.088 -3.150 -0.979
H: -1.521 -4.135 -2.255
H: -0.140 -5.129 -1.931
H: -0.074 -4.546 -4.290
H: 1.285 -3.899 -3.442
H: 0.680 -2.290 -4.980
H: 0.291 -1.629 -3.404
H: -3.322 -1.633 -4.061
H: -2.352 -2.433 -2.807
H: -1.210 -0.405 -2.239
H: -2.771 0.249 -2.675
H: -0.252 0.739 -3.998
H: -1.809 1.256 -4.599
H: -0.279 -0.673 -5.937
H: -2.047 -0.564 -6.027
H: -1.004 -3.349 -6.246
H: -2.514 -2.463 -6.337
H: -3.719 -4.037 -5.313
H: -2.588 -4.275 -4.016
H: -2.062 -5.446 -6.790
H: -3.055 -6.276 -5.600
H: -1.364 -5.956 -5.254


no.,strongest force on any atom (eV/Å)
1,0.84
2,3.42
3,0.95